Record 1
{"formula": "C2H9NPS", "method": "ωB97M-V with the def2-TZVPD basis set", "species": ["N", "C", "C", "S", "P", "H", "H", "H", "H", "H", "H", "H", "H", "H"], "xyz": [[0.014, -1.157, -1.506], [0.746, 0.128, -1.227], [-0.172, 0.926, -0.262], [-1.050, -0.210, 0.957], [-0.577, 0.706, 2.801], [0.792, -1.908, -1.638], [-0.576, -1.201, -2.398], [-0.405, -1.257, -0.545], [1.682, -0.083, -0.804], [0.866, 0.771, -2.105], [0.468, 1.627, 0.214], [-0.903, 1.553, -0.856], [-1.184, 2.060, 2.528], [-1.816, 0.461, 3.504]], "forces_ev_per_a": [[2.7713, -1.5236, -1.8613], [-2.4099, 1.6134, -0.4769], [-0.7680, -0.0748, -0.7814], [-0.3262, 0.8335, -1.1870], [-0.6090, 2.0215, 1.1073], [-1.9902, 1.2458, 0.3177], [0.5384, 0.3109, 1.9727], [-0.6492, -1.1894, -0.6682], [1.1583, -0.5054, 0.6245], [0.1302, -0.6033, -0.1086], [0.4023, 0.6091, 0.8710], [0.4880, -0.9648, 0.7773], [0.7731, -1.3181, -0.0756], [0.4911, -0.4547, -0.5116]], "total_energy_ev": -23826.251, "total_charge": 1, "smiles": "[NH3+]CCSP", "largest_force_ev_per_a": 3.670, "homo_energy_ev": -12.78, "de_lowest_kj_mol": 78.6, "orbital_gap_ha": 0.3350, "lumo_ev": -3.7}


Record 2
{"formula": "C13H17NO", "method": "ωB97M-V with the def2-TZVPD basis set", "species": ["C", "C", "C", "C", "C", "C", "C", "C", "C", "C", "C", "C", "C", "N", "O", "H", "H", "H", "H", "H", "H", "H", "H", "H", "H", "H", "H", "H", "H", "H", "H", "H"], "xyz": [[-3.620, 0.418, -0.814], [-3.820, -0.941, -0.547], [-2.509, 1.055, -0.341], [-2.812, -1.703, -0.041], [-1.517, 0.252, 0.213], [-1.659, -1.102, 0.256], [1.235, 1.273, -0.987], [2.138, -0.042, -0.932], [0.675, 1.708, 0.254], [1.196, -1.111, -0.458], [-0.237, 0.679, 0.900], [1.914, -2.429, -0.159], [-0.511, 1.105, 2.336], [0.533, -0.878, 0.838], [-0.602, -1.776, 0.665], [-4.499, 0.897, -1.336], [-4.689, -1.309, -0.914], [-2.489, 2.147, -0.530], [-2.804, -2.768, 0.044], [1.992, 2.146, -1.492], [0.470, 1.269, -1.719], [2.333, -0.318, -1.993], [3.104, -0.020, -0.445], [1.315, 2.011, 1.126], [0.031, 2.638, 0.090], [0.483, -1.247, -1.248], [2.719, -2.287, 0.428], [2.376, -2.916, -1.125], [1.287, -3.050, 0.397], [0.251, 1.553, 2.881], [-0.944, 0.245, 2.812], [-1.270, 1.940, 2.235]], "forces_ev_per_a": [[-0.5999, 2.2986, -0.0644], [-0.3730, -0.0374, -0.0505], [-2.1123, 2.2296, -1.8508], [0.7769, -2.4849, 0.3914], [3.4750, 4.5913, 0.9177], [-0.3617, -3.3563, 0.3691], [6.0388, 1.7476, -2.8474], [-2.1858, 0.9770, -1.5187], [-1.8365, 1.9935, 3.0253], [1.6590, -1.3233, 1.0725], [0.4635, -2.4833, -0.5449], [-0.3263, -0.5126, -4.6889], [-2.5735, 0.0016, -1.5637], [-1.5299, 3.1213, 0.0470], [0.2571, 0.3800, 0.9875], [1.4511, 0.0075, 0.6153], [-2.4430, -1.5877, -0.8052], [0.6559, -0.8084, 0.4047], [-0.4404, -0.5773, -0.0858], [-1.9600, -2.0011, 1.5619], [-0.7964, -0.8469, -0.8886], [0.1294, 0.2301, 0.6120], [-0.0588, 0.5239, 0.5353], [0.3215, -0.2585, -1.3478], [0.6494, -1.0727, 0.1586], [-0.7671, -0.0598, -0.3525], [2.8534, 0.9893, 2.1516], [-1.2830, 0.6115, 1.6458], [-1.0612, -1.4345, 0.2584], [1.8932, 0.2599, 0.8623], [-0.3103, -0.0710, 0.7729], [0.3950, -1.0469, 0.2198]], "total_energy_ev": -17286.619, "s2": 2.017, "largest_force_ev_per_a": 6.901, "homo_energy_ev": [-4.26, -8.81], "orbital_gap_ha": [0.1883, 0.2382], "spin_multiplicity": 3, "lumo_ev": [0.9, -2.3]}